{"formula": "C4H7NO2", "method": "wB97M-V/def2-TZVPD", "charge": 0, "e_homo_ev": [-7.9, -7.9], "relative_energy_ev": 3.7993, "homo_lumo_gap_ev": [8.10, 8.10], "lumo_energy_ev": [0.19, 0.19], "max_force_ev_per_a": 1.8, "symbols": ["C", "C", "N", "C", "O", "C", "O", "H", "H", "H", "H", "H", "H", "H"], "coordinates": [[1.47188, 0.18837, -0.23359], [-1.10517, -1.29938, 1.17517], [-0.37061, -0.72594, 0.04959], [0.54446, 1.13523, -0.71356], [0.79715, 2.07747, -1.67815], [-0.75798, 0.63513, -0.44881], [-1.89583, 1.05382, -0.45743], [1.43614, 2.71859, -1.34751], [-0.21937, -1.38722, -0.70252], [2.33718, -0.06813, -0.85254], [1.64933, -0.00461, 0.81802], [-0.72742, -0.87704, 2.10689], [-2.16732, -1.06183, 1.09048], [-0.99245, -2.38446, 1.19396]], "mulliken_charge": [-0.472, -0.867, -0.199, 0.327, -0.489, 0.256, -0.626, 0.372, 0.321, 0.297, 0.195, 0.247, 0.313, 0.325]}